[1]
This record from the OMol25 dataset describes a molecular structure, C44H34EuGeN4O2S4. The level of theory is ωB97M-V/def2-TZVPD.

Element x y z (Å)
Eu 0.4013 0.0956 0.3417
S -1.2485 -0.9920 2.3093
C -0.2431 -2.3245 2.7973
C -0.1881 -2.6313 4.1644
C 0.5611 -3.6812 4.6460
C 1.2841 -4.4860 3.7734
C 1.2512 -4.2081 2.4224
C 0.4943 -3.1521 1.9319
S 0.6088 -2.8833 0.1636
C -1.0611 -3.4600 -0.3935
C -1.7182 -2.4876 -1.3080
C -1.9294 -2.7826 -2.6512
C -2.6664 -1.8961 -3.4151
C -3.1973 -0.7693 -2.8108
C -2.8887 -0.5232 -1.4750
C -3.4136 0.6765 -0.7591
S -2.0604 1.8371 -0.2839
C -1.5799 2.4398 -1.8992
C -2.0522 3.6980 -2.2400
C -1.7264 4.2773 -3.4498
C -0.9352 3.5656 -4.3441
C -0.4576 2.3205 -4.0108
C -0.7287 1.7316 -2.7639
S 0.0245 0.2077 -2.4271
N -2.1281 -1.3486 -0.7588
H -0.7363 -1.9852 4.8337
H 0.6002 -3.8645 5.7102
H 1.8825 -5.3033 4.1463
H 1.8238 -4.7990 1.7229
H -1.6436 -3.5709 0.5185
H -0.9098 -4.4189 -0.8855
H -1.5217 -3.6858 -3.0737
H -2.8287 -2.0859 -4.4657
H -3.8130 -0.0791 -3.3679
H -3.8376 0.3921 0.2046
H -4.1412 1.2314 -1.3515
H -2.6720 4.2175 -1.5242
H -2.0763 5.2721 -3.6825
H -0.6740 3.9931 -5.3016
H 0.1666 1.7630 -4.6933
O 0.6312 2.4851 0.2457
C 1.6228 2.2266 -0.4664
O 2.2023 1.1132 -0.3777
C 2.1167 3.2070 -1.5105
C 3.5813 3.0080 -1.8667
Ge 4.4059 1.2007 -1.3904
C 3.6113 -0.5920 -1.7671
C 2.9543 -0.8794 -2.9549
C 2.5067 -2.1623 -3.2225
C 2.7338 -3.1803 -2.3140
C 3.3651 -2.8971 -1.1141
C 3.7788 -1.6070 -0.8343
C 5.1776 1.2640 0.4586
C 4.4225 1.6048 1.5745
C 4.9603 1.5577 2.8495
C 6.2849 1.2012 3.0334
C 7.0640 0.8972 1.9297
C 6.5111 0.9202 0.6595
C 5.9814 1.1392 -2.6541
C 6.2625 -0.0306 -3.3513
C 7.3115 -0.1005 -4.2497
C 8.1108 1.0090 -4.4646
C 7.8479 2.1843 -3.7801
C 6.7931 2.2420 -2.8865
H 1.8906 4.2127 -1.1483
H 1.4886 3.0111 -2.3861
H 4.1929 3.7466 -1.3442
H 3.7390 3.1808 -2.9313
H 2.7951 -0.0946 -3.6816
H 1.9826 -2.3613 -4.1460
H 2.4140 -4.1910 -2.5285
H 3.5415 -3.6826 -0.3932
H 4.2677 -1.3876 0.1070
H 3.3897 1.9003 1.4577
H 4.3407 1.7893 3.7047
H 6.7017 1.1558 4.0308
H 8.1056 0.6334 2.0640
H 7.1231 0.6685 -0.1978
H 5.6436 -0.9034 -3.1883
H 7.5072 -1.0196 -4.7878
H 8.9387 0.9596 -5.1586
H 8.4657 3.0570 -3.9487
H 6.5904 3.1601 -2.3497
N 2.0192 -0.4938 1.9787
C 2.6523 -0.9688 2.8399
C 3.3754 -1.5155 3.8527
C 3.3433 -0.9334 5.1189
N 3.3314 -0.4508 6.1655
C 4.1631 -2.6453 3.6448
N 4.8275 -3.5762 3.4958

Cartesian forces (eV/Å) of the 3 atoms listed first:
-2.240 -1.116 0.468
-0.008 0.368 -0.136
-0.068 -0.237 0.232

The expectation value of S² is 12.02. The total charge is -1. The HOMO-LUMO gap (alpha / beta) is 6.82 / 7.24 eV. The total energy is -175426.6068 eV. The calculation puts the lowest unoccupied orbital energy (alpha / beta) at 1.772 / 2.169 eV. Its spin multiplicity is 7.

***

[2]
This record from the OMol25 dataset describes 4 unconnected molecules or ions with the total composition C8H24O4S4. The level of theory is ωB97M-V/def2-TZVPD.

Element x y z (Å)
C -1.4158 0.0750 2.0458
S -1.0803 1.8967 2.5227
O -1.6895 2.8357 1.4696
C -2.3305 1.9250 3.9385
H -1.4419 -0.5736 2.9214
H -0.5077 -0.3075 1.5800
H -2.2709 -0.2652 1.4616
H -3.3687 2.0612 3.6357
H -2.0095 2.7786 4.5355
H -2.2345 1.0699 4.6076
C -8.7979 1.3308 -4.3472
S -7.9524 1.4345 -2.7483
O -7.4092 -0.0149 -2.5944
C -6.5545 2.5711 -3.2263
H -8.4823 0.3749 -4.7652
H -8.3631 2.1552 -4.9124
H -9.8415 1.4484 -4.0555
H -6.9956 3.5445 -3.4407
H -5.9714 2.0467 -3.9834
H -5.8722 2.5181 -2.3779
C 2.4024 0.4962 -3.6231
S 3.8636 0.8671 -2.4763
O 4.4465 -0.4958 -2.2557
C 4.8844 1.6569 -3.7047
H 2.6855 -0.1088 -4.4845
H 1.9495 1.4256 -3.9684
H 1.6643 -0.0473 -3.0334
H 4.4340 1.3250 -4.6401
H 5.9417 1.3924 -3.6907
H 4.7343 2.7363 -3.7259
C 4.4729 -4.2818 3.8291
S 5.8704 -4.6362 4.9735
O 6.7644 -5.6611 4.2206
C 6.8122 -2.9696 4.8929
H 4.7066 -3.6577 2.9666
H 3.5975 -3.9880 4.4083
H 4.2508 -5.2313 3.3420
H 6.8533 -2.4659 3.9271
H 7.8518 -3.0468 5.2113
H 6.4030 -2.2145 5.5641

Cartesian forces (eV/Å) of the 3 atoms listed first:
1.003 -0.300 0.418
-3.204 -0.332 -1.088
1.199 -1.579 1.551

The total charge is 0. The HOMO-LUMO gap is 9.28 eV. Its energy above the lowest of the compared OMol25 structures with the same formula, charge and spin is 2.338 eV. The total energy is -60210.5333 eV. The calculation puts the lowest unoccupied orbital energy at 0.358 eV.

***

[3]
This record from the OMol25 dataset describes a molecular structure, C26H26AsBrCl4N2O4Pd. The level of theory is ωB97M-V/def2-TZVPD.

Element x y z (Å)
Pd 0.4583 0.3324 -2.3166
Cl 2.3106 6.8866 -3.9932
C 2.4367 5.2332 -3.4482
C 3.6210 4.7388 -2.9602
Cl 5.0360 5.7597 -2.8837
C 3.6915 3.4045 -2.5194
Cl 5.1972 2.7668 -1.8969
C 2.5982 2.5213 -2.5406
O 2.6483 1.3144 -2.1387
C 1.3356 3.0545 -3.0807
O 0.2968 2.2893 -3.1497
C 1.3101 4.3850 -3.4960
Cl -0.2095 4.9916 -4.1223
C -2.8112 2.4147 -2.5320
O -2.0452 2.1645 -1.3750
C -2.6056 1.5928 -0.3109
C -3.9509 1.4114 -0.0828
C -4.3570 0.8284 1.1232
Br -6.2258 0.5864 1.4137
C -3.4620 0.4448 2.0832
C -2.0869 0.6079 1.8408
C -1.6404 1.1502 0.6380
O -0.3473 1.2655 0.3353
C -1.1384 0.1583 2.8721
N -1.4709 -0.3805 4.0245
C -0.2622 -0.6701 4.6329
C 0.0046 -1.2604 5.8689
C 1.3249 -1.4374 6.2375
C 2.3787 -1.0374 5.3974
C 2.1371 -0.4500 4.1696
C 0.8040 -0.2771 3.8105
N 0.2115 0.2530 2.6919
H -3.5833 3.1689 -2.3378
H -3.2781 1.4907 -2.8886
H -2.0988 2.7857 -3.2642
H -4.6810 1.7226 -0.8163
H -3.7781 0.0044 3.0175
H -0.1559 1.1915 -0.7025
H -0.8101 -1.5687 6.5121
H 1.5565 -1.8950 7.1917
H 3.4009 -1.1942 5.7192
H 2.9435 -0.1415 3.5171
H 0.6073 0.6888 1.8659
C -0.2652 -3.6354 -3.4713
C 0.7369 -3.3934 -2.3492
As 0.3891 -1.7348 -1.3492
C 1.9704 -1.7901 -0.1599
C 2.2963 -3.0983 0.5458
C -0.9476 -2.3859 -0.0531
C -2.3773 -2.2152 -0.5518
H 0.0367 -4.4695 -4.1123
H -0.3694 -2.7460 -4.0958
H -1.2574 -3.8675 -3.0771
H 1.7420 -3.2644 -2.7593
H 0.7632 -4.2370 -1.6550
H 1.7825 -0.9936 0.5617
H 2.7958 -1.4282 -0.7762
H 1.4709 -3.4392 1.1754
H 3.1726 -2.9969 1.1937
H 2.5167 -3.8978 -0.1653
H -0.7873 -1.7862 0.8451
H -0.7357 -3.4264 0.2084
H -2.5740 -1.1686 -0.7906
H -3.1098 -2.5357 0.1948
H -2.5600 -2.7868 -1.4652

Cartesian forces (eV/Å) of the 3 atoms listed first:
-0.024 -0.550 -0.257
0.031 -0.024 0.010
-0.121 0.070 -0.032

The total charge is -2. The HOMO-LUMO gap is 4.42 eV. Its energy above the lowest of the compared OMol25 structures with the same formula, charge and spin is 0.739 eV. The total energy is -223007.1195 eV. The calculation puts the lowest unoccupied orbital energy at 3.760 eV.

***

[4]
This record from the OMol25 dataset describes 2 unconnected molecules or ions with the total composition CH2BrN3. The level of theory is ωB97M-V/def2-TZVPD.

Element x y z (Å)
C 2.2738 1.1527 0.6058
N 2.9061 1.3333 1.5757
N 0.9259 -0.1719 -0.5181
N 1.4484 0.9495 -0.3342
Br -2.4078 -1.9306 -1.7798
H 0.0957 -0.4608 -1.0114
H 1.2223 -1.0296 -0.0572

Cartesian forces (eV/Å) of the 3 atoms listed first:
1.555 -0.165 2.756
-0.054 0.070 -0.807
-1.194 -5.762 0.169

The total charge is 0. The HOMO-LUMO gap (alpha / beta) is 9.71 / 4.08 eV. Its energy above the lowest of the compared OMol25 structures with the same formula, charge and spin is 4.158 eV. The total energy is -75578.0036 eV. The calculation puts the lowest unoccupied orbital energy (alpha / beta) at -0.669 / -4.454 eV.

***

[5]
This record from the OMol25 dataset describes 9 unconnected molecules or ions with the total composition C30H84N6O9. The level of theory is ωB97M-V/def2-TZVPD.

Element x y z (Å)
C -2.2052 0.8531 -5.9441
C -1.2712 1.2103 -7.1021
O -1.8498 0.6650 -8.3022
H -2.1640 -0.2376 -5.9059
H -3.2692 1.0185 -6.1170
H -1.8815 1.4426 -5.0884
H -0.3139 0.7003 -6.9924
H -1.1983 2.2921 -7.2234
H -1.4973 1.0861 -9.0888
C 2.1184 3.2346 -5.1250
C 2.1297 4.7050 -4.7602
O 1.8104 4.9155 -3.3730
H 1.3216 2.7261 -4.5731
H 3.0173 2.7554 -4.7390
H 1.8346 3.2216 -6.1771
H 1.3836 5.2597 -5.3277
H 3.1260 5.1000 -4.9772
H 2.6479 4.8628 -2.9018
C 2.8189 3.0403 0.3334
C 1.5561 3.8634 0.5832
O 1.4415 4.2283 1.9518
H 2.9481 2.8288 -0.7283
H 2.5350 2.0522 0.7174
H 3.7353 3.3501 0.8217
H 0.6325 3.4071 0.2125
H 1.5687 4.7619 -0.0489
H 0.8767 4.9925 2.0891
C -0.9685 -5.2230 5.2833
C -0.1703 -4.3209 4.3745
C 1.1407 -4.9183 3.8782
O 2.0222 -4.9364 4.9698
C 3.3145 -5.4118 4.6679
N -1.0020 -3.8517 3.2403
H -1.7225 -4.5489 5.6919
H -0.2999 -5.6687 6.0168
H -1.4195 -6.0151 4.6836
H 0.1779 -3.4583 4.9602
H 1.5953 -4.3228 3.0744
H 0.9351 -5.8903 3.4057
H 4.0407 -5.1135 5.4127
H 3.6740 -5.0841 3.6791
H 3.2077 -6.4876 4.4695
H -1.8271 -3.3726 3.5800
H -0.4190 -3.1749 2.7612
C 0.2574 -0.9721 -2.0336
C -0.7137 0.0303 -1.4329
C -0.2043 0.3635 -0.0112
O -0.0631 -0.7666 0.7932
C -0.1089 -0.4469 2.1706
N -0.6997 1.2704 -2.2554
H 1.3079 -0.7090 -1.8800
H 0.2115 -1.0375 -3.1286
H 0.0931 -1.9891 -1.6697
H -1.7505 -0.3076 -1.4272
H -1.1309 0.8636 0.3254
H 0.5693 1.1372 0.0229
H 0.3074 0.5277 2.4302
H 0.3309 -1.2553 2.7482
H -1.1861 -0.4280 2.3847
H 0.1523 1.7869 -2.0624
H -0.6704 0.8552 -3.1782
C -5.2155 -1.9904 -5.3461
C -5.7896 -2.5806 -4.0645
C -4.7553 -2.5516 -2.9415
O -3.6740 -3.4406 -3.1834
C -3.1183 -3.9087 -1.9501
N -7.0494 -1.9059 -3.7109
H -5.9400 -2.0470 -6.1653
H -4.3587 -2.5408 -5.7355
H -5.0098 -0.9266 -5.2140
H -6.0373 -3.6223 -4.2985
H -5.3359 -2.9165 -2.0842
H -4.4637 -1.5188 -2.7265
H -3.4271 -3.4274 -1.0216
H -2.0452 -3.6808 -1.9582
H -3.2528 -4.9897 -1.9544
H -7.2329 -1.9214 -2.7125
H -7.7915 -2.4615 -4.1182
C 1.6103 2.7953 4.7214
C 2.7128 1.7452 4.7776
C 2.2946 0.3000 4.9401
O 1.8624 0.0953 6.2754
C 0.4765 -0.2122 6.3402
N 3.6457 1.9452 3.6254
H 0.8865 2.4842 3.9562
H 1.8991 3.8102 4.4539
H 1.0615 2.9727 5.6544
H 3.3384 2.0918 5.6136
H 3.0426 -0.3906 4.5473
H 1.4567 0.1576 4.2452
H 0.2228 -0.4679 7.3661
H 0.1573 -1.0457 5.7049
H -0.0522 0.6852 5.9994
H 4.0344 2.8695 3.7728
H 3.0178 2.0777 2.8319
C 2.5322 -3.9913 -1.7330
C 3.1896 -4.5935 -0.4901
C 2.8732 -3.6451 0.6971
O 3.6665 -2.5044 0.5587
C 3.6120 -1.5904 1.6480
N 2.5907 -5.8919 -0.2107
H 1.4593 -3.9422 -1.5513
H 2.7054 -4.5533 -2.6551
H 2.8985 -2.9873 -1.9527
H 4.2782 -4.6829 -0.5546
H 3.1138 -4.3138 1.5393
H 1.8048 -3.4383 0.7897
H 2.7710 -1.8568 2.2952
H 3.5127 -0.5258 1.4330
H 4.5511 -1.7278 2.1897
H 2.8669 -6.6094 -0.8632
H 2.8393 -6.1576 0.7358
C -1.7456 3.5165 0.3669
C -2.1663 4.8643 1.0225
C -1.9401 6.1166 0.1961
O -0.5205 6.2673 0.0634
C -0.1679 7.4015 -0.6978
N -3.6342 4.7937 1.3685
H -2.5775 2.9227 -0.0044
H -1.2451 3.0166 1.1952
H -1.0802 3.7106 -0.4762
H -1.6038 4.9410 1.9534
H -2.3965 7.0405 0.5540
H -2.3355 5.9660 -0.8186
H 0.6793 7.9348 -0.2624
H -0.9921 8.0879 -0.9010
H 0.2035 7.0552 -1.6717
H -4.0459 4.4772 0.4920
H -3.7002 3.9565 1.9454

Cartesian forces (eV/Å) of the 3 atoms listed first:
0.364 -0.337 -0.930
-1.227 -0.217 -0.890
-0.369 -0.133 0.092

The total charge is 0. The HOMO-LUMO gap is 9.72 eV. Its energy above the lowest of the compared OMol25 structures with the same formula, charge and spin is 4.100 eV. The total energy is -59833.4004 eV. The calculation puts the lowest unoccupied orbital energy at 0.483 eV.

***

[6]
This record from the OMol25 dataset describes 2 unconnected molecules or ions with the total composition C7H16N2O2. The level of theory is ωB97M-V/def2-TZVPD.

Element x y z (Å)
C -0.6714 3.2675 -1.6568
C -2.3507 1.7802 -2.8248
C 0.4295 -2.6866 2.0551
C 2.0162 -2.3048 0.0096
C 2.0052 -0.6565 1.8041
C -1.6896 2.1645 -1.5521
C 1.1644 -1.7343 1.1458
N -1.8146 1.4878 -0.4832
N -2.2836 1.4104 0.6612
O -1.9636 0.6427 1.5520
O 0.1885 -1.0298 0.3425
H -0.7902 4.0764 -0.8313
H 0.2917 2.7268 -1.3645
H -0.8277 3.8891 -2.5004
H -3.3226 2.3064 -2.8217
H -2.5189 0.7743 -2.9198
H -1.7336 2.1063 -3.6713
H -0.0941 -2.3396 2.9462
H -0.2687 -3.3777 1.4502
H 1.3178 -3.2958 2.4482
H 2.6716 -3.1685 0.4769
H 2.6062 -1.5819 -0.5862
H 1.3577 -2.6963 -0.7263
H 1.4495 -0.2372 2.7039
H 2.9823 -1.1616 2.1933
H 2.4082 0.3067 1.2933
H -0.5596 -0.6683 0.8564

Cartesian forces (eV/Å) of the 3 atoms listed first:
0.303 0.413 3.863
0.004 2.365 -0.087
1.775 -2.816 -0.250

The total charge is 0. The HOMO-LUMO gap (alpha / beta) is 8.91 / 8.91 eV. Its energy above the lowest of the compared OMol25 structures with the same formula, charge and spin is 5.262 eV. The total energy is -14588.7524 eV. The calculation puts the lowest unoccupied orbital energy (alpha / beta) at 0.281 / 0.280 eV.

***

[7]
This record from the OMol25 dataset describes C15H18N4O3S in the gas phase. The level of theory is ωB97M-V/def2-TZVPD.

Element x y z (Å)
C -8.4362 -0.4056 0.6233
C -7.5658 -1.7326 0.4856
C -6.7037 -1.7931 -0.8027
C -5.3254 -1.5982 -0.6036
H -4.9452 -2.3759 0.0586
H -4.8939 -1.8879 -1.4429
C -5.2100 -0.2302 -0.0571
C -3.6931 0.2149 -0.2843
N -2.7790 -0.6144 -0.4599
N -1.4603 -0.1915 -0.2636
C -1.5296 1.3066 0.0632
N -0.4679 1.9758 0.1205
C 0.9999 1.3601 0.0335
O 1.8236 2.4875 0.3697
C 1.2613 0.0792 -0.3011
C 2.6741 -0.2103 -0.0038
C 3.3198 -1.1599 0.9090
C 4.6064 -1.2849 0.9919
C 5.5764 -0.5242 -0.0937
C 4.9213 0.2426 -0.9008
C 3.5431 0.4105 -1.1544
H 3.0573 1.1545 -1.6680
H 5.6145 0.7659 -1.6751
N 6.8273 -0.8201 0.1948
O 7.5797 -0.1779 -1.0701
O 7.3948 -1.5600 0.8985
H 5.0882 -2.0507 1.6660
H 2.6714 -1.2951 1.5546
H 0.6478 -0.5733 0.6408
H 0.8986 -0.1534 -1.0944
H -0.5177 2.9657 0.3951
S -3.1096 1.7944 0.0959
H -5.5328 0.1811 0.7658
H -5.6038 0.4245 -0.9916
H -7.2996 -1.3179 -1.5654
H -6.8855 -2.7145 -1.0840
H -7.0572 -1.8057 1.2008
H -8.4476 -2.5166 0.8004
H -9.1855 -0.2901 -0.2909
H -9.1909 -0.2188 1.5471
H -7.7387 0.3737 0.6699

Cartesian forces (eV/Å) of the 3 atoms listed first:
-2.916 -0.767 -0.276
-11.142 1.157 -7.995
-5.627 0.634 1.794

The total charge is 0. The HOMO-LUMO gap is 6.80 eV. Its energy above the lowest of the compared OMol25 structures with the same formula, charge and spin is 20.610 eV. The total energy is -38766.1782 eV. The calculation puts the lowest unoccupied orbital energy at -1.913 eV.